Entry 1:
A 4-piece molecular cluster, C33H48B2I3N3O14S3 overall. Source: the OMol25 dataset; level of theory: ωB97M-V/def2-TZVPD.

As for the structure (SMILES): C=Cc1c(I)c2c(c([C@H](I)[C@@H](C)I)c1CC)C(=O)c1c(CN)c(B(N)O)c(B(C)O)c(OC#N)c1C2=O.CCOS(C)(=O)=O.CCOS(C)(=O)=O.CCOS(C)(=O)=O. The value obtained for the molar mass is 1209.3 g mol⁻¹. For the HOMO energy, the calculation gives -8.8 eV. The LUMO energy is -0.0306 Ha. Its gap between HOMO and LUMO is 7.92 eV. The calculation puts the largest force on an atom at 1.6 eV/A.

```
! wB97M-V def2-TZVPD RIJCOSX def2/J DEFGRID3
* xyz 0 1
C 7.23 -3.63 2.04
C 6.35 -3.71 1.03
C 5.28 -2.69 0.79
C 3.98 -2.96 1.26
I 3.66 -4.80 2.22
C 2.98 -2.02 1.06
C 3.27 -0.84 0.37
C 4.55 -0.56 -0.14
C 4.70 0.74 -0.90
I 5.63 0.57 -2.83
C 5.26 1.98 -0.14
C 4.42 3.23 -0.51
I 5.16 1.77 2.01
C 5.58 -1.51 0.10
C 7.01 -1.34 -0.38
C 7.75 -0.05 0.01
C 2.12 0.10 0.21
O 2.23 1.31 0.31
C 0.77 -0.51 -0.03
C -0.20 0.08 -0.84
C 0.01 1.40 -1.54
N -0.44 2.51 -0.68
C -1.44 -0.55 -0.98
B -2.59 0.09 -1.88
N -3.01 -0.46 -3.18
O -3.26 1.18 -1.37
C -1.70 -1.78 -0.35
B -3.11 -2.48 -0.51
C -4.29 -1.96 0.38
O -3.28 -3.50 -1.39
C -0.71 -2.32 0.45
O -0.95 -3.56 1.12
C -0.86 -4.60 0.35
N -0.92 -5.55 -0.30
C 0.51 -1.71 0.63
C 1.58 -2.26 1.52
O 1.30 -2.82 2.55
H 8.28 -3.85 1.89
H 6.90 -3.37 3.04
H 6.34 -4.57 0.36
H 3.70 1.04 -1.16
H 6.28 2.20 -0.44
H 5.08 4.09 -0.66
H 3.75 3.50 0.29
H 3.87 3.08 -1.44
H 7.00 -1.47 -1.46
H 7.62 -2.15 -0.01
H 7.71 0.71 -0.77
H 8.80 -0.29 0.12
H 7.43 0.35 0.97
H 1.07 1.55 -1.72
H -0.50 1.42 -2.51
H -1.46 2.56 -0.69
H -0.10 3.38 -1.06
H -2.30 -0.41 -3.89
H -3.37 -1.41 -3.11
H -3.25 1.93 -1.97
H -4.17 -2.26 1.42
H -5.27 -2.34 0.06
H -4.37 -0.87 0.39
H -4.11 -3.96 -1.23
O 4.46 4.46 -3.75
S 5.52 5.41 -3.86
O 5.59 6.53 -2.98
O 5.60 5.90 -5.37
C 4.41 6.47 -5.95
C 4.10 7.86 -5.43
C 7.07 4.57 -3.82
H 3.57 5.79 -5.80
H 4.61 6.51 -7.02
H 3.85 7.84 -4.37
H 3.25 8.28 -5.97
H 4.96 8.52 -5.55
H 7.03 3.72 -4.51
H 7.22 4.22 -2.80
H 7.85 5.26 -4.10
O -3.55 0.30 2.61
S -3.68 -0.02 4.00
O -4.80 -0.78 4.46
O -3.56 1.32 4.84
C -4.46 2.40 4.52
C -5.88 2.15 5.00
C -2.20 -0.78 4.56
H -4.43 2.60 3.45
H -4.05 3.27 5.03
H -6.33 1.31 4.47
H -6.49 3.03 4.82
H -5.89 1.91 6.06
H -1.35 -0.19 4.22
H -2.17 -1.78 4.13
H -2.23 -0.84 5.65
O -10.45 -2.53 1.68
S -9.11 -2.98 1.48
O -8.39 -2.60 0.30
O -9.07 -4.56 1.63
C -9.95 -5.34 0.79
C -9.50 -5.39 -0.65
C -8.13 -2.58 2.89
H -10.97 -4.95 0.88
H -9.95 -6.33 1.22
H -9.54 -4.41 -1.12
H -10.14 -6.07 -1.22
H -8.47 -5.74 -0.72
H -8.67 -2.89 3.78
H -7.99 -1.50 2.88
H -7.18 -3.09 2.81
*
```

Entry 2:
C33H48BaN6O5S5 as an isolated structure. Source: the OMol25 dataset; level of theory: ωB97M-V/def2-TZVPD.

The value obtained for the molar mass is 906.4 g mol⁻¹. For the HOMO energy, the calculation gives -1.2 eV. The LUMO energy is 0.1376 Ha. Its gap between HOMO and LUMO is 4.92 eV. The calculation puts the largest force on an atom at 0.4 eV/A. Its energy relative to the best compared isomer or geometry (same formula, charge and spin) is 10.8 kcal per mole.

```
! wB97M-V def2-TZVPD RIJCOSX def2/J DEFGRID3
* xyz -2 1
Ba -1.65 0.81 -0.02
C -0.33 -2.36 -1.90
C 0.93 -1.66 -1.42
O 0.91 -1.28 -0.05
C 1.40 -2.23 0.87
C 0.50 -3.43 1.08
O -0.81 -2.98 1.20
C -1.78 -3.99 1.30
C -3.15 -3.34 1.19
O -3.27 -2.47 0.09
C -3.20 -3.07 -1.18
C -2.67 -2.03 -2.16
O -1.43 -1.49 -1.73
H -0.50 -3.30 -1.37
H -0.19 -2.58 -2.97
H 1.02 -0.74 -1.98
H 1.80 -2.30 -1.62
H 1.50 -1.70 1.81
H 2.39 -2.58 0.55
H 0.83 -3.96 1.99
H 0.58 -4.14 0.24
H -1.71 -4.50 2.27
H -1.61 -4.74 0.52
H -3.31 -2.72 2.07
H -3.91 -4.13 1.16
H -4.20 -3.38 -1.52
H -2.56 -3.96 -1.17
H -3.37 -1.20 -2.20
H -2.57 -2.47 -3.16
S -2.50 3.81 0.30
S -3.32 3.25 -1.52
S -5.14 2.33 -1.18
S -4.75 0.39 -0.58
C 5.11 0.53 -4.35
C 4.15 -0.32 -3.51
N 2.89 -0.58 -4.19
C 2.86 -1.71 -5.09
C 2.45 -3.00 -4.40
C 1.84 0.30 -4.06
S 0.34 -0.07 -4.77
N 2.12 1.40 -3.38
C 1.38 2.01 -2.46
O 0.58 1.49 -1.66
C 1.70 3.48 -2.27
C 2.78 4.08 -2.90
C 3.06 5.42 -2.70
C 2.25 6.18 -1.86
C 1.16 5.58 -1.24
C 0.89 4.24 -1.43
H 6.05 0.70 -3.81
H 4.64 1.49 -4.56
H 5.34 0.04 -5.29
H 3.94 0.18 -2.57
H 4.61 -1.29 -3.28
H 3.86 -1.82 -5.53
H 2.16 -1.48 -5.89
H 3.10 -3.22 -3.55
H 2.50 -3.85 -5.09
H 1.42 -2.90 -4.04
H 3.40 3.48 -3.56
H 3.91 5.88 -3.19
H 2.46 7.23 -1.71
H 0.51 6.16 -0.59
H 0.05 3.79 -0.92
N 4.00 1.52 1.79
C 2.75 2.02 2.13
C 1.69 1.96 1.22
N 0.49 2.40 1.54
C 0.31 2.88 2.77
C 1.36 2.93 3.66
N 2.59 2.51 3.35
H 4.21 1.54 0.80
H 4.74 1.90 2.36
H 1.82 1.55 0.22
H -0.69 3.22 3.03
H 1.22 3.31 4.67
C -4.29 1.77 2.98
N -4.68 0.57 3.70
C -4.51 0.73 5.12
C -4.03 -0.65 3.17
C -2.56 -0.82 3.52
C -2.26 -1.64 4.61
C -0.95 -1.84 5.02
C 0.06 -1.18 4.34
C -0.26 -0.38 3.25
C -1.56 -0.17 2.76
H -4.90 2.60 3.31
H -4.45 1.63 1.91
H -3.23 2.03 3.12
H -5.13 1.56 5.46
H -3.47 0.93 5.42
H -4.84 -0.18 5.64
H -4.17 -0.63 2.09
H -4.60 -1.50 3.57
H -3.07 -2.15 5.14
H -0.73 -2.49 5.87
H 1.10 -1.30 4.65
H 0.58 0.11 2.75
*
```